C24H18BrN5OS2Ti as an isolated structure. Source: the OMol25 dataset; level of theory: the ωB97M-V functional and the def2-TZVPD basis.

The LUMO energy (spin up / spin down) is -0.03516 / -0.03522 Ha. As for the HOMO-LUMO gap (spin up / spin down): 0.179 / 0.179 Eh. The molar mass is 584.35 g mol⁻¹.

Cartesian coordinates (Å):
O -1.218 1.661 0.873
C -0.279 4.537 -3.253
Ti 0.038 0.608 -0.244
C 0.506 -1.762 1.568
C 0.727 3.631 -3.361
C 0.426 -3.077 1.940
H 1.497 3.719 -4.117
C -1.766 -1.095 1.581
H -2.086 5.027 -2.135
H -0.336 5.386 -3.921
H 2.942 1.798 0.630
C 1.137 -1.628 -1.808
N 1.804 0.162 1.052
C 1.771 -1.120 1.520
C -4.102 -0.408 1.786
H -2.098 -2.029 2.038
S 1.747 -3.278 -1.730
C 1.592 -3.770 2.319
H 3.698 -3.687 2.653
C 1.684 1.474 -2.577
H -5.476 2.671 1.821
H -4.349 -1.446 1.974
C 0.512 -4.151 -2.716
H -0.526 -3.590 1.935
C -1.151 3.274 -1.413
H 5.051 0.814 1.517
Br -6.850 0.098 2.306
N -0.153 2.346 -1.479
H 5.046 -1.554 2.282
H 1.516 -4.812 2.600
C -2.777 -0.074 1.455
C -4.721 1.905 1.707
C 0.772 2.518 -2.485
H 0.510 -3.777 -3.736
H 2.467 1.371 -3.315
H 0.809 -5.198 -2.712
N 2.043 -0.699 -1.827
H -0.475 -4.044 -2.272
C 2.926 -1.798 1.950
C -1.259 4.341 -2.252
C 2.810 -3.151 2.345
C 4.136 -1.069 1.952
S -0.584 -1.294 -1.731
C 4.142 0.230 1.531
N 1.433 0.528 -1.680
H -1.874 3.124 -0.629
N -0.550 -0.899 1.230
C -2.421 1.281 1.213
C 2.950 0.801 1.056
H -3.152 3.291 1.276
C -3.429 2.252 1.398
C -5.063 0.561 1.884

Here are the Mulliken charges for atoms 1 to 4, given in e: -0.947, -0.201, 0.191, -0.036


C24H18Cl4N3O2RuSb as an isolated structure. Source: the OMol25 dataset; level of theory: the ωB97M-V functional and the def2-TZVPD basis.

The LUMO energy (spin up / spin down) is -0.11586 / -0.15250 Ha. As for the relative energy (zero: lowest compared OMol25 entry of this formula, charge and spin): 33.1 kcal per mole. The total charge is +1. As for the HOMO-LUMO gap (spin up / spin down): 0.257 / 0.224 Eh. Its spin multiplicity is 2. The molar mass is 745.07 g mol⁻¹. The expectation value of S² is 0.848.

Cartesian coordinates (Å):
H 1.750 1.247 -4.515
C 1.994 -4.251 0.407
Cl -3.362 5.767 -0.797
C 2.879 1.912 -2.820
H -1.091 -3.366 0.078
C 3.437 -2.551 1.241
C -3.895 3.152 -1.320
H -2.238 0.279 4.444
H -0.935 0.059 -3.368
H 1.731 1.779 3.829
O -2.016 0.097 -0.881
C -2.345 1.364 -0.871
C -1.724 3.706 -0.341
C -2.933 4.105 -0.806
C -0.290 1.155 4.280
H 3.858 2.281 -0.928
H 1.776 -5.289 0.194
N 1.293 -1.972 0.344
C -1.351 2.296 -0.341
C 2.239 0.903 -0.746
H 4.368 -2.235 1.693
H -2.889 -1.599 2.907
H 0.289 -0.779 -4.331
C -1.345 0.399 3.843
C 0.889 0.580 2.277
H -0.178 -1.400 -2.742
Ru -0.212 -0.560 -0.167
C 2.470 -1.616 0.911
C 3.069 1.750 -1.444
N 1.244 0.228 -1.378
C 1.078 0.341 -2.691
Sb 2.766 0.461 1.273
C 0.004 -0.492 -3.321
H -0.340 1.668 5.232
H -0.319 -4.754 -0.678
C -3.596 1.815 -1.348
C 0.865 1.225 3.493
H 3.510 2.584 -3.389
C -0.252 -3.675 -0.540
Cl -0.573 4.815 0.275
H -3.120 -0.500 1.542
H -0.365 -3.208 -1.516
H 3.933 -4.637 1.234
C -2.386 -1.097 2.083
Cl -5.400 3.707 -1.891
C 1.049 -3.288 0.089
Cl -4.690 0.642 -1.945
O -0.269 1.865 0.071
H -2.009 -1.856 1.393
C 3.194 -3.886 0.986
N -0.191 -0.120 1.840
C 1.900 1.184 -3.445
C -1.274 -0.235 2.598

Here are the Mulliken charges for atoms 1 to 4, given in e: 0.510, -0.900, -0.168, -0.508


C24H18MnN4O6S3 as an isolated structure. Source: the OMol25 dataset; level of theory: the ωB97M-V functional and the def2-TZVPD basis.

The LUMO energy (spin up / spin down) is -0.03282 / -0.03444 Ha. As for the HOMO-LUMO gap (spin up / spin down): 0.222 / 0.239 Eh. Its spin multiplicity is 6. The molar mass is 609.57 g mol⁻¹. The expectation value of S² is 8.756.

Cartesian coordinates (Å):
C -4.674 3.535 1.542
Mn 0.190 -0.684 0.694
C -3.425 3.052 1.226
H 2.339 -2.051 -1.458
H -2.659 3.696 0.827
O -0.037 -2.022 2.140
C 3.266 -0.974 0.132
C -2.127 -4.404 0.315
C -2.515 -4.492 -1.033
O -3.866 -0.471 2.180
C -1.127 -2.602 -1.520
H -3.217 -5.253 -1.337
C -1.790 1.215 1.007
O -1.513 -0.047 1.089
H -6.075 0.649 2.636
S 4.181 0.269 2.204
C 5.596 -1.062 -1.357
C 4.429 -1.654 -1.837
C -1.256 -3.386 0.673
C -2.017 -3.606 -1.956
C -0.507 -1.579 -2.296
C 3.261 -1.613 -1.110
H -4.908 4.578 1.399
C 4.463 -0.418 0.624
H -6.630 3.031 2.262
C 5.628 -0.443 -0.119
C -5.344 1.338 2.243
C -4.078 0.831 1.940
C -3.111 1.701 1.400
C 1.976 4.407 -1.728
H 2.180 5.462 -1.546
N -0.781 -2.525 -0.208
C -0.745 -3.090 2.092
C 1.055 2.264 -0.463
O -0.692 -1.596 -3.634
C -5.639 2.667 2.041
H 6.496 -1.093 -1.951
N -0.895 2.055 0.548
H 3.932 3.535 -2.121
S 0.560 3.937 -0.660
S 2.562 1.807 -1.187
H 6.527 0.018 0.257
H 3.586 3.838 -0.401
H -0.195 -0.863 -4.025
H 1.851 -0.058 2.910
C 2.532 -0.228 2.091
N 2.191 -0.825 0.963
H -2.950 -0.710 1.938
H 1.672 4.264 -2.766
H 4.444 -2.146 -2.797
C 3.157 3.539 -1.357
O -1.004 -3.824 3.021
H -2.495 -5.091 1.059
H -2.287 -3.640 -2.999
N 0.274 1.456 0.180
O 0.213 -0.692 -1.768

Here are the Mulliken charges for atoms 1 to 4, given in e: -0.740, 0.643, -0.407, 0.343


C24H18N4O6SV as an isolated structure. Source: the OMol25 dataset; level of theory: the ωB97M-V functional and the def2-TZVPD basis.

The LUMO energy (spin up / spin down) is -0.03856 / -0.04140 Ha. As for the relative energy (zero: lowest compared OMol25 entry of this formula, charge and spin): 7.3 kcal per mole. As for the HOMO-LUMO gap (spin up / spin down): 0.218 / 0.290 Eh. Its spin multiplicity is 4. The molar mass is 541.44 g mol⁻¹. The expectation value of S² is 3.779.

Cartesian coordinates (Å):
C 3.467 -2.201 2.673
C 4.345 -1.057 2.735
H -4.810 -2.849 -0.783
C -1.457 -2.698 -0.820
C 2.316 2.137 -2.102
C 4.174 3.739 -2.276
H -4.370 -2.923 1.730
N 5.240 -0.292 2.625
H 4.584 4.574 -2.759
H -4.371 3.057 -2.500
N -1.205 -2.816 0.501
H -5.853 1.509 -1.114
S 0.145 0.558 -0.066
V 0.585 -2.171 1.277
H -4.936 0.456 0.894
C -2.209 -2.890 1.417
C -0.690 2.212 0.351
H 2.379 0.103 0.529
C -0.099 -2.545 -1.533
C -3.001 1.408 0.791
C -2.616 2.731 -1.159
C -2.705 -2.753 -1.368
C -3.533 -2.881 0.977
O -0.130 -0.245 1.222
H 0.659 -2.701 -3.300
H -0.414 2.575 1.371
C -3.968 2.557 -1.600
O -0.323 -2.585 2.976
C 2.953 3.233 -2.722
H -2.871 -2.665 -2.482
O -0.178 -2.821 -2.818
H 1.937 1.721 1.172
C 4.042 -3.378 3.156
C 2.705 1.786 -0.847
N 2.374 -2.284 1.922
C -1.621 -2.840 2.873
H 1.343 1.765 -2.381
C -2.133 2.169 -0.023
H -2.701 0.996 1.796
O 1.900 -3.541 1.579
H 5.662 3.334 -0.677
C -3.762 -2.739 -0.412
C 1.878 1.101 0.260
N 4.478 -4.405 3.516
C 4.769 3.110 -1.164
C -4.310 1.144 0.374
O -2.327 -3.115 3.812
C -4.799 1.739 -0.828
H 4.367 1.740 0.509
O 0.906 -2.105 -0.903
C 4.017 2.139 -0.509
H 2.485 3.630 -3.603
H -2.043 3.310 -1.911
H -0.276 2.971 -0.378

Here are the Mulliken charges for atoms 1 to 4, given in e: 0.570, 0.067, 0.395, 0.574


C24H19BrCrNO3SSbSe4 as an isolated structure. Source: the OMol25 dataset; level of theory: the ωB97M-V functional and the def2-TZVPD basis.

The LUMO energy (spin up / spin down) is -0.10446 / -0.10428 Ha. As for the HOMO-LUMO gap (spin up / spin down): 0.158 / 0.159 Eh. The molar mass is 970.99 g mol⁻¹.

Cartesian coordinates (Å):
H -0.224 -4.032 -2.151
C 3.879 2.736 -3.217
H 0.187 -5.175 2.694
H -1.283 -3.316 1.953
Se -3.166 5.064 0.325
H -1.166 -1.506 -5.310
C 2.439 1.267 -1.348
H 4.059 1.388 3.544
H 3.127 -0.471 -2.407
C 2.253 1.309 2.396
C -1.694 -2.099 -4.577
Se -1.597 -0.189 -0.281
H 1.251 -6.578 0.938
C -0.902 -3.593 -0.141
C 0.696 -5.281 -0.698
Se 0.465 5.853 -0.554
C -2.517 -3.148 -4.962
C -3.220 -3.883 -4.016
C 3.860 1.351 -3.283
C -1.551 -1.808 -3.228
H 2.020 3.188 -0.442
O 0.280 -1.466 0.960
N 1.636 0.545 -0.503
C -0.472 -3.620 1.283
H -0.899 -0.990 -2.946
H -3.874 -4.687 -4.324
C 1.213 -0.193 4.494
H 3.185 4.472 -2.109
C 2.531 0.232 4.514
C 0.954 0.816 2.322
S -2.006 -2.342 -0.537
C 3.045 1.017 3.498
H 4.434 3.301 -3.955
C -0.107 -4.243 -1.096
Sb -1.047 4.136 0.042
H -2.617 -3.392 -6.012
C 0.132 -4.936 1.642
C 2.501 2.666 -1.256
O -3.254 -2.499 0.194
H 0.808 -0.786 5.301
C 0.735 -5.662 0.676
H 4.392 0.832 -4.070
Br 3.655 -0.282 5.954
C -3.087 -3.591 -2.668
H 2.651 1.927 1.602
Cr 0.258 0.186 0.399
Se -0.728 1.897 0.157
C 3.203 3.395 -2.197
C 0.417 0.128 3.405
H -3.622 -4.150 -1.911
H -0.621 -0.182 3.416
O 0.660 -2.706 1.492
C 3.153 0.609 -2.355
C -2.243 -2.557 -2.294
H 1.225 -5.861 -1.440

Here are the Mulliken charges for atoms 1 to 4, given in e: 0.341, -0.396, 0.440, 0.318


C24H19Cl2F3INO5STeTi as an isolated structure. Source: the OMol25 dataset; level of theory: the ωB97M-V functional and the def2-TZVPD basis.

The LUMO energy is -0.03524 Ha. As for the relative energy (zero: lowest compared OMol25 entry of this formula, charge and spin): 0.0 kcal per mole. As for the HOMO-LUMO gap: 0.266 Eh. The molar mass is 863.76 g mol⁻¹.

Cartesian coordinates (Å):
C 0.120 5.033 0.948
C 1.094 6.593 -0.572
H -5.195 -2.386 -0.319
H 0.721 1.374 -4.422
H 2.210 0.501 -4.090
H -5.114 -1.546 2.165
H 0.348 -1.086 -3.472
H 5.437 -0.150 0.099
C -0.563 -3.006 0.674
C -3.356 0.570 0.263
H 1.448 7.587 -0.808
C 0.561 6.319 0.671
H 1.547 5.741 -2.497
S -3.814 -0.492 -1.008
C -4.628 -1.055 1.335
O 3.692 2.353 2.373
Te -2.252 2.323 -0.092
C -1.755 -3.543 1.161
C 2.537 2.222 2.073
C -1.949 -4.910 1.167
H -2.524 -2.876 1.527
C -3.863 0.141 1.454
H -2.872 -5.327 1.548
Cl 4.412 0.620 -1.857
H 4.384 1.282 0.409
C 0.260 -0.638 -2.486
C 1.427 1.887 3.113
F -0.126 -7.943 0.330
C 0.699 4.324 -1.144
Ti 0.224 1.607 0.612
H -0.791 -0.537 -2.201
N 0.196 4.029 0.066
C 0.896 0.702 -2.432
O 1.617 1.818 4.286
C 4.491 0.335 -0.106
H 2.033 2.174 -3.500
I -0.744 4.748 2.829
C 1.515 1.236 -3.682
C 0.235 -5.233 0.200
C -0.955 -5.754 0.685
H 1.008 -5.894 -0.166
C -4.687 -1.511 0.054
H 0.738 3.505 -1.842
F -1.593 -7.672 1.898
O 0.910 1.401 -1.420
F -2.197 -7.567 -0.171
O 0.272 1.651 2.483
H -3.692 0.660 2.386
Cl 3.192 -0.737 0.449
C -1.209 -7.234 0.685
C -0.177 -0.390 0.627
H 0.717 -1.282 -1.734
C 0.432 -3.862 0.196
O 2.045 2.277 0.851
H 0.476 7.085 1.427
C 1.152 5.576 -1.505
H 1.365 -3.450 -0.166
C -0.353 -1.591 0.648

Here are the Mulliken charges for atoms 1 to 4, given in e: -0.210, -0.406, 0.431, 0.398


One molecule with the formula C24H19ClN4O2S. Source: the OMol25 dataset; level of theory: the ωB97M-V functional and the def2-TZVPD basis.

The LUMO energy is 0.00964 Ha. As for the relative energy (zero: lowest compared OMol25 entry of this formula, charge and spin): 2.8 kcal per mole. As for the HOMO-LUMO gap: 0.290 Eh. Its SMILES is O=C(COc1ccccc1-c1ccccc1)N/N=C/c1sc(Nc2ccccc2)nc1Cl. The molar mass is 462.96 g mol⁻¹.

Cartesian coordinates (Å):
N -4.079 0.187 -0.196
H 5.025 -3.004 1.686
C -4.593 0.773 -1.229
C 3.036 -2.941 2.475
H 4.079 0.637 -2.854
C 4.163 -2.387 1.894
H -0.544 1.466 -2.592
C 6.346 0.773 -0.949
C -0.759 0.937 -1.667
C 5.377 -0.465 0.890
C 4.189 -1.040 1.549
N 0.130 0.459 -0.881
C -7.008 0.552 -0.756
H -10.378 0.732 -0.977
N -5.897 0.950 -1.501
C 1.921 -2.157 2.720
S -3.398 1.390 -2.379
H -8.353 1.385 -2.206
H -7.958 -1.014 2.076
H 2.001 0.110 -0.385
H 8.460 1.045 -0.879
C -9.300 -0.185 0.632
C 1.944 -0.810 2.398
H 1.079 -0.193 2.592
C 3.659 1.074 -1.938
C 5.234 0.236 -0.320
N 1.454 0.567 -1.111
H 3.026 -3.990 2.732
C -6.900 -0.126 0.454
C 7.601 0.619 -0.382
C -2.138 0.779 -1.332
C -9.406 0.491 -0.573
C 7.755 -0.076 0.802
H 6.245 1.304 -1.883
H 6.754 -1.157 2.358
Cl -1.879 -0.538 1.029
C 2.137 1.170 -2.114
H 4.043 2.099 -1.840
H 8.735 -0.197 1.238
H 1.037 -2.592 3.162
C -8.269 0.859 -1.266
C 3.071 -0.254 1.821
C -2.732 0.184 -0.241
H 3.098 0.803 1.599
H -6.102 1.435 -2.364
C 6.645 -0.619 1.428
O 3.956 0.299 -0.806
O 1.653 1.750 -3.062
H -5.924 -0.360 0.844
C -8.047 -0.488 1.137
H -10.189 -0.472 1.171

Here are the Mulliken charges for atoms 1 to 4, given in e: -0.302, 0.488, 0.663, -0.621


One molecule with the formula C24H19ClN4O2S. Source: the OMol25 dataset; level of theory: the ωB97M-V functional and the def2-TZVPD basis.

The LUMO energy is 0.01173 Ha. As for the relative energy (zero: lowest compared OMol25 entry of this formula, charge and spin): 9.1 kcal per mole. As for the HOMO-LUMO gap: 0.328 Eh. Its SMILES is COc1ccc(-n2c(COc3ccc(Cl)cc3)nnc2SCc2ccc(C#N)cc2)cc1. The molar mass is 462.96 g mol⁻¹.

Cartesian coordinates (Å):
C 4.817 0.407 -0.546
H 5.984 -2.719 1.397
H 4.294 1.550 2.573
C -3.483 1.001 -1.451
C -2.478 0.313 -2.121
H -1.830 -1.589 -2.832
O -1.360 0.851 -2.678
C -0.936 -0.432 0.568
C 0.294 2.075 -1.465
C 6.489 -2.822 -1.202
C -3.707 -1.744 -1.815
H -0.583 2.620 -3.289
N 0.296 1.505 -0.216
C 3.929 1.440 1.552
H -3.437 2.068 -1.301
Cl -6.074 -1.884 -0.519
N 7.000 -3.687 -1.754
H -3.458 1.861 2.350
C 5.655 -1.841 0.860
H -1.551 2.850 1.113
C 1.595 1.632 0.188
C -2.000 -0.981 1.258
O -3.995 -0.580 2.595
H 3.990 2.382 1.011
N 2.304 2.231 -0.732
C -4.233 -1.966 2.701
C 5.857 -1.758 -0.519
S 2.134 1.077 1.737
C 5.432 -0.629 -1.220
N 1.488 2.496 -1.761
H -4.395 -2.420 1.720
H 4.472 1.278 -1.082
C -2.744 1.233 1.841
H -2.105 -2.053 1.285
H -3.409 -2.474 3.211
C 5.037 -0.801 1.523
C -2.919 -0.153 1.898
C -1.686 1.779 1.152
C -0.780 0.943 0.507
H -5.358 0.863 -0.436
H -3.799 -2.809 -1.959
C -4.585 0.323 -0.958
C -0.900 2.151 -2.353
H -1.679 2.763 -1.890
C -2.609 -1.068 -2.299
C 4.618 0.332 0.830
H 5.587 -0.573 -2.287
H -5.139 -2.062 3.296
H -0.225 -1.073 0.069
H 4.874 -0.865 2.589
C -4.694 -1.043 -1.138

Here are the Mulliken charges for atoms 1 to 4, given in e: -0.084, 0.440, 0.538, -0.145


C24H19CoF5N4O4STe as an isolated structure. Source: the OMol25 dataset; level of theory: the ωB97M-V functional and the def2-TZVPD basis.

The LUMO energy is -0.16358 Ha. As for the relative energy (zero: lowest compared OMol25 entry of this formula, charge and spin): 1.1 kcal per mole. The total charge is +1. As for the HOMO-LUMO gap: 0.280 Eh. The molar mass is 741.03 g mol⁻¹.

Cartesian coordinates (Å):
N 0.097 1.072 -1.217
C 1.330 0.738 -1.651
H -3.520 -0.569 1.507
O 0.254 -1.732 -4.852
H -2.345 -3.858 -5.712
N -0.207 -1.769 -2.381
C -2.771 -3.389 -4.835
C 1.954 1.437 -2.656
H -3.465 -0.313 3.255
H -0.528 3.674 -3.191
C -1.922 2.398 -1.183
H -0.979 -4.259 4.102
O -0.046 1.316 1.402
F 2.524 1.922 3.941
C -1.903 -2.473 3.373
O 0.418 -3.870 -3.618
C 0.152 -3.358 2.515
H -2.610 1.581 -1.413
N 1.057 -0.901 -0.015
H 1.732 3.078 -4.021
H -1.864 2.516 -0.099
C -1.819 -1.424 2.460
C 1.875 -0.444 -0.963
C -1.408 -1.609 -1.934
C -0.921 -3.442 3.397
H 3.721 -0.782 -2.000
H -5.760 -2.772 -3.345
S -0.214 -2.601 -3.815
C -0.566 2.102 -1.740
O -1.690 -0.987 -0.833
Co -0.525 -0.037 0.231
C -1.978 -2.781 -3.887
C 3.042 -1.130 -1.235
F 0.019 1.401 4.060
H 0.940 -4.096 2.522
C 0.016 2.842 -2.766
C -4.145 -3.373 -4.616
H -2.740 -2.512 4.056
H -4.286 -1.687 -1.660
H 2.598 -3.680 0.963
Te 1.233 1.600 2.673
N -0.785 -1.362 1.624
C 2.406 -2.763 0.427
C -4.687 -2.768 -3.487
F 2.573 1.734 1.390
C 1.266 -2.023 0.676
C 0.189 -2.296 1.643
H 2.939 1.154 -2.998
C -3.871 -2.159 -2.541
C 3.295 -2.300 -0.534
H 4.191 -2.866 -0.747
F 0.936 3.418 2.624
H -4.804 -3.839 -5.337
H -2.323 3.317 -1.602
C 1.275 2.509 -3.224
H -2.397 0.619 2.205
C -2.861 -0.357 2.352
F 1.668 -0.210 2.848
C -2.506 -2.177 -2.760

Here are the Mulliken charges for atoms 1 to 4, given in e: 1.119, 0.878, 0.177, -0.677